{"formula": "C16H29BrCl4K2N2NaO6S", "method": "ωB97M-V/def2-TZVPD", "total_charge": 1, "orbital_gap_ev": 2.04, "homo_ev": -7.18, "elements": ["N", "C", "O", "C", "C", "C", "C", "N", "H", "H", "H", "H", "H", "H", "H", "H", "H", "C", "C", "C", "O", "C", "H", "H", "H", "H", "H", "H", "H", "H", "Br", "Na", "C", "Cl", "Cl", "Cl", "H", "C", "C", "C", "S", "O", "O", "C", "H", "H", "H", "H", "H", "H", "H", "H", "C", "C", "O", "O", "H", "H", "H", "Cl", "K", "K"], "positions_angstrom": [[-1.17618, 1.02271, 1.95013], [-1.69927, 1.81440, 1.33815], [-2.44261, 2.35798, 0.36554], [-1.76430, 2.29409, -0.88064], [-0.24020, 2.65672, -0.94717], [0.52635, 1.27776, -0.97330], [-0.42582, 0.42160, -1.89933], [-1.78977, 0.89085, -1.45338], [-2.35675, 2.99055, -1.51293], [0.14137, 3.40597, -0.22367], [-0.03888, 3.12049, -1.94529], [1.59545, 1.27920, -1.29743], [0.47850, 0.71456, -0.01201], [-0.30609, -0.61426, -1.48931], [-0.15470, 0.47166, -2.96975], [-2.58195, 0.87420, -2.11480], [-2.06832, 0.20202, -0.74156], [-5.92759, -2.84158, -1.89978], [-4.45235, -3.18920, -1.88792], [-3.88772, -2.20167, -2.89927], [-4.69658, -1.04608, -2.84371], [-5.88900, -1.34749, -2.07900], [-6.46067, -3.15269, -0.99831], [-6.41116, -3.31149, -2.75958], [-4.02820, -2.99197, -0.89553], [-4.24608, -4.22964, -2.14439], [-3.94105, -2.60030, -3.91738], [-2.84988, -1.93147, -2.68514], [-5.79374, -0.84151, -1.10619], [-6.76457, -0.95923, -2.59894], [-5.44321, 0.51739, 0.07042], [-4.33920, -2.27255, 0.55078], [0.70564, -2.14748, 1.87785], [2.41322, -2.14086, 2.26181], [0.42096, -3.00072, 0.32071], [-0.23508, -2.89976, 3.15876], [0.37216, -1.12078, 1.76430], [5.28439, 4.57024, 1.48256], [3.85339, 4.62380, 2.02780], [2.90617, 4.35168, 0.85740], [3.82828, 3.32213, -0.30274], [4.02224, 4.07577, -1.52267], [3.26867, 1.99138, -0.30947], [5.35033, 3.30513, 0.61606], [6.02153, 4.54306, 2.28525], [5.48421, 5.46390, 0.86511], [3.72479, 3.85570, 2.79150], [3.63668, 5.58095, 2.49410], [2.01109, 3.82215, 1.18186], [2.62550, 5.27715, 0.33904], [6.19095, 3.30268, -0.06285], [5.36217, 2.36671, 1.24720], [1.65214, -6.17782, 2.48731], [2.28060, -7.45239, 3.08373], [1.97771, -7.69074, 4.27142], [3.01452, -8.08637, 2.29815], [1.02078, -5.66627, 3.21845], [2.44050, -5.48930, 2.16717], [1.03695, -6.44096, 1.61920], [6.12151, 1.05625, 0.41735], [-1.10505, -3.13041, -1.68242], [3.74722, 7.15412, 1.64676]], "atomic_forces_ev_per_a": [[1.7, -1.6, 2.1], [-2.8, 1.2, -3.2], [1.6, -0.1, 1.0], [1.0, 1.9, -0.4], [0.8, -0.6, -0.6], [-1.0, -0.6, -0.1], [1.8, -0.2, 1.1], [-1.1, -0.5, -0.4], [0.3, -0.9, 0.3], [-0.6, -0.7, -0.1], [-0.4, -0.3, 0.7], [-1.0, 0.3, 0.2], [0.3, 1.0, -0.3], [-0.2, 0.7, -0.8], [-0.9, 0.2, 0.5], [0.3, -0.3, -0.2], [-0.3, 0.7, 0.3], [-0.3, -0.3, -0.5], [0.3, -0.5, -0.2], [-0.6, 0.2, -0.4], [0.4, -0.1, 0.2], [-0.6, -0.3, -0.2], [-0.1, 0.0, -0.1], [0.1, -0.3, 0.2], [0.5, -0.9, -1.6], [0.0, 0.0, 0.1], [0.2, -0.2, 0.1], [0.0, 0.3, -0.2], [-0.5, -1.0, -1.5], [0.1, 0.0, -0.1], [1.5, 1.4, 2.3], [-1.0, 1.5, 2.1], [0.7, 0.2, 1.3], [-0.3, 0.0, -0.3], [1.0, 0.1, 1.2], [-0.1, 0.1, -0.3], [-0.1, -0.1, -0.2], [-0.3, 0.4, -0.4], [0.1, -0.9, 0.4], [-0.5, 0.3, 0.5], [2.2, -0.7, 0.3], [-0.8, 0.0, -0.1], [-0.8, 0.6, -0.4], [-1.3, 3.1, 1.3], [0.0, -0.1, -0.1], [0.2, 0.1, 0.0], [0.1, 0.0, -0.1], [-0.3, -2.5, 1.3], [0.0, 0.1, -0.1], [-0.1, -0.3, -0.2], [-0.1, 0.0, 0.0], [-0.2, 1.0, -0.3], [-0.4, 0.8, -0.2], [0.3, -0.6, 0.3], [0.0, 0.1, -0.1], [-0.1, 0.1, 0.0], [0.0, -0.1, 0.0], [0.0, -0.1, -0.1], [0.1, 0.0, -0.1], [1.5, -4.4, -0.7], [-0.6, -0.9, -1.7], [0.3, 3.3, -1.4]], "lowdin_charge": [0.24, -0.28, 0.02, -0.22, -0.06, -0.12, -0.09, 0.13, 0.19, 0.12, 0.14, 0.11, 0.10, 0.06, 0.15, 0.18, 0.15, -0.14, -0.19, -0.24, -0.14, -0.30, 0.13, 0.14, 0.03, 0.14, 0.14, 0.03, -0.24, 0.14, 0.06, 0.55, -1.49, 0.64, 0.44, 0.60, -0.03, -0.23, -0.32, -0.25, 0.66, -0.32, -0.37, -0.50, 0.13, 0.08, 0.14, -0.04, 0.09, 0.07, 0.05, -0.11, -0.08, -0.81, -0.08, -0.08, 0.02, 0.04, 0.05, -0.08, 0.76, 1.06]}



{"formula": "C16H29CaF2N5O3P2", "method": "ωB97M-V/def2-TZVPD", "orbital_gap_ev": 7.30, "relative_energy_kj_mol": 0.0, "homo_ev": -7.29, "elements": ["Ca", "C", "N", "C", "P", "O", "O", "P", "O", "N", "C", "C", "N", "C", "C", "N", "C", "C", "H", "H", "H", "H", "H", "H", "H", "H", "H", "H", "H", "H", "H", "H", "H", "H", "H", "H", "H", "H", "H", "H", "H", "H", "F", "C", "F", "H", "N", "C", "C", "C", "C", "C", "C", "C", "H", "H", "H", "H"], "positions_angstrom": [[1.72057, 0.56006, -1.07166], [-1.18271, 2.97407, 0.06170], [-1.85866, 1.69101, -0.12371], [-2.85648, 1.65589, -1.18090], [-1.29164, 0.40956, 0.70994], [0.18250, 0.28471, 0.79928], [-1.93358, -0.86528, -0.08253], [-1.08716, -1.50997, -1.32459], [-0.29498, -0.46533, -2.01353], [-2.17421, -2.19341, -2.33398], [-2.99377, -3.31092, -1.89143], [-2.70913, -1.43229, -3.45913], [-0.25241, -2.70988, -0.60285], [0.80712, -3.34871, -1.38334], [-0.34180, -3.11933, 0.78993], [-1.97823, 0.43028, 2.19388], [-3.40081, 0.69716, 2.34594], [-1.38003, -0.35389, 3.27172], [-1.90165, 3.74468, 0.34686], [-0.68987, 3.28792, -0.86266], [-0.42716, 2.89954, 0.84308], [-3.56222, 2.47819, -1.04071], [-3.41150, 0.72219, -1.15697], [-2.39366, 1.76101, -2.16606], [-2.45852, -3.89455, -1.14475], [-3.21098, -3.95752, -2.74264], [-3.94329, -2.97543, -1.46141], [-1.99505, -0.66934, -3.75694], [-3.66595, -0.96025, -3.21168], [-2.86838, -2.10657, -4.30165], [0.85895, -2.91588, -2.38161], [0.62194, -4.42163, -1.47233], [1.77762, -3.20054, -0.90423], [-1.25844, -2.75209, 1.24217], [0.50729, -2.74829, 1.37023], [-0.34633, -4.21063, 0.84424], [-3.73564, 1.38914, 1.57583], [-3.57612, 1.15557, 3.31977], [-3.99823, -0.21865, 2.28291], [-0.31145, -0.45670, 3.10186], [-1.83286, -1.34817, 3.35034], [-1.53231, 0.16695, 4.21776], [3.02198, 1.62374, -2.90079], [2.82757, 0.21032, -3.23523], [1.84835, 0.27552, -4.25000], [3.73174, -0.09846, -3.76661], [6.75352, 3.65892, 4.23092], [6.02195, 3.20961, 3.46465], [5.10687, 2.64520, 2.51041], [5.55079, 2.26519, 1.24458], [4.65323, 1.72430, 0.33644], [3.28994, 1.52196, 0.62283], [2.89562, 1.91929, 1.91413], [3.76541, 2.47150, 2.84350], [6.59432, 2.40188, 0.98585], [5.03668, 1.45726, -0.64501], [1.85982, 1.78305, 2.22015], [3.42145, 2.76806, 3.82799]], "atomic_forces_ev_per_a": [[0.3, 0.2, -0.2], [0.0, 0.0, 0.0], [0.1, 0.0, -0.1], [0.0, 0.0, 0.0], [-0.3, 0.0, 0.1], [0.0, 0.0, -0.1], [0.2, 0.1, -0.1], [-0.2, -0.1, 0.0], [0.1, 0.1, 0.1], [0.0, 0.1, 0.0], [0.0, 0.0, 0.0], [0.0, 0.0, 0.0], [0.0, 0.1, 0.0], [0.0, 0.0, 0.0], [0.1, 0.0, 0.0], [0.1, -0.1, 0.0], [0.0, 0.0, 0.0], [0.0, 0.0, 0.0], [0.0, 0.0, 0.0], [0.0, 0.0, 0.0], [0.0, 0.0, 0.0], [0.0, 0.0, 0.0], [0.0, 0.0, 0.0], [0.0, 0.0, 0.0], [0.0, 0.0, 0.0], [0.0, 0.0, 0.0], [0.0, 0.0, 0.0], [0.0, 0.0, 0.0], [0.0, 0.0, 0.0], [0.0, 0.0, 0.0], [0.0, 0.0, 0.0], [0.0, 0.0, 0.0], [0.0, 0.0, 0.0], [0.0, 0.0, 0.0], [0.0, 0.0, 0.0], [0.0, 0.0, 0.0], [0.0, 0.0, 0.0], [0.0, 0.0, 0.0], [0.0, 0.0, 0.0], [0.0, 0.0, 0.0], [0.0, 0.0, 0.0], [0.0, 0.0, 0.0], [0.0, 0.0, 0.0], [-0.4, -0.7, 0.3], [0.1, 0.1, 0.0], [0.1, 0.4, 0.0], [0.0, 0.0, 0.0], [0.0, 0.0, 0.0], [0.0, 0.0, 0.0], [0.1, 0.0, 0.0], [-0.1, 0.0, 0.0], [-0.2, -0.1, -0.1], [0.1, 0.0, 0.0], [0.0, 0.0, 0.1], [0.0, 0.0, 0.0], [0.0, 0.0, 0.0], [0.0, 0.0, 0.0], [0.0, 0.0, 0.0]], "lowdin_charge": [1.33, -0.07, -0.30, -0.09, 0.46, -0.37, -0.27, 0.46, -0.36, -0.29, -0.09, -0.08, -0.30, -0.07, -0.09, -0.29, -0.09, -0.09, 0.09, 0.09, 0.08, 0.09, 0.07, 0.09, 0.08, 0.09, 0.09, 0.08, 0.08, 0.09, 0.09, 0.09, 0.09, 0.07, 0.09, 0.09, 0.08, 0.09, 0.09, 0.08, 0.08, 0.09, -0.24, -0.38, -0.16, 0.04, 0.13, -0.20, -0.27, -0.06, -0.17, -0.24, -0.18, -0.07, 0.11, 0.07, 0.05, 0.11]}